(1)
Here is the molecule C4H5N in a non-equilibrium geometry from OMol25. Energies are from ωB97M-V/def2-TZVPD.

The calculation puts the LUMO energy at 1.08 eV. The energy above the lowest of the compared OMol25 structures with the same formula, charge and spin is 25.4 kJ/mol. Its total charge is 0. The calculation puts the HOMO energy at -8.39 eV. The SMILES is c1cc[nH]c1. For the orbital gap, the calculation gives 9.5 eV.

Last column: natural (NBO) charge in e.
Positions of all 10 atoms, in Å:
1 C 0.42 1.08 -0.05  -0.306
2 C -0.94 0.73 -0.02  -0.307
3 C -1.00 -0.64 0.00  -0.079
4 C 1.19 -0.02 -0.03  -0.077
5 H 0.85 2.05 -0.01  0.216
6 H -1.81 1.41 0.06  0.225
7 H -1.90 -1.31 -0.11  0.219
8 H 0.60 -2.07 0.12  0.411
9 H 2.28 -0.16 0.09  0.217
10 N 0.31 -1.08 -0.06  -0.520

=====

(2)
Here is C3H2FO2Pm as an isolated structure in a non-equilibrium geometry from OMol25. Energies are from ωB97M-V/def2-TZVPD.

The calculation puts the LUMO energy (spin up / spin down) at -6.18 / -6.09 eV. The energy above the lowest of the compared OMol25 structures with the same formula, charge and spin is 295.5 kJ/mol. Its total charge is +1. The calculation puts the HOMO energy (spin up / spin down) at -9.85 / -9.92 eV. Its multiplicity is 6. For the orbital gap (spin up / spin down), the calculation gives 3.7 / 3.8 eV.

Last column: Mulliken charge in e.
Positions of all 9 atoms, in Å:
1 O 1.11 -0.10 -2.10  -0.367
2 C 0.30 -0.25 -0.99  0.450
3 O -0.33 0.72 -0.46  -0.781
4 C 1.82 -1.47 -1.67  -0.159
5 C 0.89 -1.42 -0.54  0.008
6 H 2.89 -1.30 -1.49  0.223
7 H 1.62 -2.19 -2.47  0.201
8 F 0.98 -1.88 0.73  -0.306
9 Pm -1.35 1.54 1.66  1.731

=====

(3)
Here is C8H15ClMnNO2Rh as an isolated structure in a non-equilibrium geometry from OMol25. Energies are from ωB97M-V/def2-TZVPD.

The calculation puts the LUMO energy (spin up / spin down) at 3.43 / 1.51 eV. The energy above the lowest of the compared OMol25 structures with the same formula, charge and spin is 174.1 kJ/mol. Its total charge is -1. The calculation puts the HOMO energy (spin up / spin down) at -2.47 / -5.33 eV. Its multiplicity is 9. For the orbital gap (spin up / spin down), the calculation gives 5.9 / 6.8 eV.

Last column: natural (NBO) charge in e.
Positions of all 29 atoms, in Å:
1 Rh 0.50 0.23 -2.85  0.835
2 Cl 2.32 1.06 -1.51  -0.508
3 C -0.58 -0.12 -4.50  -0.882
4 C 1.77 -0.41 -4.33  -0.805
5 H -0.19 -0.92 -5.16  0.194
6 H -1.61 -0.44 -4.24  0.198
7 H -0.61 0.80 -5.08  0.211
8 H 1.34 -0.67 -5.33  0.177
9 H 2.29 -1.33 -4.03  0.209
10 H 2.53 0.33 -4.57  0.201
11 Mn 0.30 0.64 -0.61  1.153
12 C -1.49 1.26 -0.90  -1.233
13 C -0.02 -1.11 -1.10  -0.876
14 H -1.75 0.64 -1.81  0.173
15 H -2.30 1.17 -0.14  0.223
16 H -1.36 2.32 -1.19  0.216
17 H 0.72 -1.92 -0.87  0.196
18 H -1.07 -1.38 -1.30  0.176
19 O 0.05 3.22 1.20  -0.625
20 C 0.70 2.34 1.75  0.679
21 C 1.40 2.38 3.09  -0.511
22 C 2.09 1.05 3.22  -0.514
23 C 1.72 0.27 1.98  0.683
24 O 2.04 -0.87 1.71  -0.625
25 N 0.84 1.06 1.25  -0.825
26 H 2.08 3.23 3.15  0.218
27 H 0.64 2.53 3.85  0.220
28 H 3.16 1.13 3.34  0.220
29 H 1.72 0.48 4.08  0.219

=====

(4)
Here is a 2-piece molecular cluster, C22H32BrN3O4 overall in a non-equilibrium geometry from OMol25. Energies are from ωB97M-V/def2-TZVPD.

The calculation puts the LUMO energy at -0.14 eV. Its total charge is 0. The calculation puts the HOMO energy at -8.89 eV. The SMILES is O=C1CC2(CCNCC2)Oc2ccc(Br)cc21.CNC(=O)[C@H](CC(C)C)NC(C)=O. For the orbital gap, the calculation gives 8.7 eV.

Last column: natural (NBO) charge in e.
Positions of all 62 atoms, in Å:
1 O 1.88 -5.21 5.31  -0.655
2 O -2.52 0.37 -1.36  -0.540
3 O 2.03 -1.14 4.02  -0.649
4 Br -1.92 -2.23 -6.19  0.059
5 O -1.60 3.39 -3.87  -0.514
6 C 0.93 -4.56 5.70  0.680
7 C -2.11 1.26 -2.09  0.552
8 C 2.12 -2.34 3.80  0.658
9 C -1.57 0.62 -6.27  -0.179
10 C -1.50 1.90 -5.72  -0.260
11 C -1.98 -0.29 -4.06  -0.165
12 C -1.81 -0.48 -5.44  -0.121
13 C -1.66 2.10 -4.35  0.341
14 C -1.90 1.01 -3.51  -0.187
15 N 3.29 -2.97 3.67  -0.600
16 N 0.64 5.79 -2.82  -0.640
17 N 0.35 -3.60 4.97  -0.597
18 C 0.35 -4.80 7.08  -0.706
19 C 4.59 -2.31 3.72  -0.412
20 C 0.51 -3.18 0.55  -0.607
21 C -1.01 -1.25 0.84  -0.590
22 C -2.00 2.67 -1.54  -0.517
23 C 1.08 4.43 -3.17  -0.217
24 C -0.79 6.05 -2.98  -0.218
25 C 0.30 3.41 -2.34  -0.446
26 C -1.58 5.05 -2.14  -0.422
27 C 0.14 -2.02 1.48  -0.224
28 C -1.23 3.60 -2.50  0.282
29 C -0.28 -2.50 2.88  -0.383
30 C 0.85 -3.21 3.66  -0.129
31 H -1.45 0.47 -7.33  0.232
32 H -1.33 2.76 -6.36  0.233
33 H -2.18 -1.14 -3.42  0.249
34 H 3.27 -3.98 3.60  0.417
35 H 1.20 6.49 -3.31  0.365
36 H -0.41 -3.08 5.37  0.401
37 H -0.69 -5.12 6.98  0.226
38 H 0.93 -5.57 7.57  0.244
39 H 0.39 -3.88 7.66  0.226
40 H 4.66 -1.58 2.91  0.206
41 H 5.40 -3.04 3.63  0.208
42 H 4.69 -1.78 4.68  0.210
43 H -0.32 -3.88 0.48  0.201
44 H 0.72 -2.79 -0.45  0.211
45 H 1.40 -3.68 0.91  0.200
46 H -1.88 -1.89 0.70  0.202
47 H -0.68 -0.87 -0.13  0.212
48 H -1.28 -0.40 1.46  0.207
49 H -1.52 2.64 -0.56  0.250
50 H -3.02 3.05 -1.40  0.243
51 H 2.15 4.32 -2.98  0.206
52 H 0.91 4.25 -4.24  0.167
53 H -1.08 5.97 -4.04  0.171
54 H -1.03 7.07 -2.65  0.204
55 H 0.59 2.40 -2.63  0.217
56 H 0.58 3.54 -1.29  0.222
57 H -2.65 5.22 -2.30  0.217
58 H -1.37 5.23 -1.08  0.220
59 H 0.99 -1.35 1.55  0.209
60 H -0.61 -1.64 3.46  0.216
61 H -1.12 -3.19 2.78  0.206
62 H 1.12 -4.11 3.11  0.214

=====

(5)
Here is a 4-piece molecular cluster, C25H43O8P overall in a non-equilibrium geometry from OMol25. Energies are from ωB97M-V/def2-TZVPD.

The calculation puts the LUMO energy at -0.98 eV. The energy above the lowest of the compared OMol25 structures with the same formula, charge and spin is 183.1 kJ/mol. Its total charge is 0. The calculation puts the HOMO energy at -8.01 eV. The SMILES is CCP(C)c1ccc2c(c1)C(=O)C=CC2=O.COCCOC.COCCOC.COCCOC. For the orbital gap, the calculation gives 7.0 eV.

Last column: Mulliken charge in e.
Positions of all 77 atoms, in Å:
1 C 2.41 0.00 0.71  -0.814
2 C 1.34 -0.24 -0.44  -0.232
3 P 0.46 -1.86 0.01  0.164
4 C 0.95 -3.21 -1.20  -1.036
5 C -1.37 -1.44 -0.14  0.472
6 C -1.85 -0.34 -0.98  -0.218
7 C -3.26 0.04 -1.10  -0.928
8 C -4.22 -0.73 -0.32  0.677
9 C -3.75 -1.85 0.50  0.554
10 C -2.34 -2.23 0.61  -1.035
11 C -4.78 -2.70 1.30  0.206
12 O -4.47 -3.83 1.62  -0.536
13 C -6.15 -2.06 1.62  -0.526
14 C -6.56 -1.03 0.86  -0.476
15 C -5.75 -0.43 -0.33  0.278
16 O -6.27 0.21 -1.21  -0.529
17 H 1.82 0.21 1.64  0.013
18 H 3.01 -0.93 0.81  0.280
19 H 3.04 0.88 0.40  0.326
20 H 0.63 0.63 -0.38  -0.036
21 H 1.78 -0.31 -1.47  0.492
22 H 0.09 -3.63 -1.76  0.335
23 H 1.43 -4.05 -0.63  0.318
24 H 1.75 -2.80 -1.89  0.307
25 H -1.13 0.26 -1.59  0.345
26 H -3.55 0.91 -1.73  0.501
27 H -2.02 -3.09 1.24  0.383
28 H -6.73 -2.47 2.48  0.372
29 H -7.55 -0.57 1.08  0.351
30 C -2.49 3.54 3.49  -0.642
31 O -1.48 3.51 4.49  -0.394
32 C -1.15 2.19 4.90  -0.563
33 C 0.06 1.63 4.17  -0.616
34 O -0.17 1.51 2.77  -0.077
35 C 0.29 2.63 2.03  -0.938
36 H -2.42 4.49 2.97  0.254
37 H -2.37 2.74 2.75  0.220
38 H -3.47 3.45 3.96  0.325
39 H -2.02 1.53 4.79  0.305
40 H -0.92 2.24 5.97  0.382
41 H 0.27 0.63 4.55  0.356
42 H 0.94 2.25 4.36  0.394
43 H 1.37 2.52 1.84  0.297
44 H 0.12 3.57 2.54  0.517
45 H -0.23 2.64 1.07  0.171
46 C 5.97 0.03 2.35  -0.884
47 O 5.54 -1.29 2.05  -0.315
48 C 6.43 -1.97 1.18  -0.459
49 C 7.42 -2.85 1.94  -0.558
50 O 8.27 -2.09 2.78  -0.382
51 C 7.80 -2.02 4.12  -0.700
52 H 5.48 0.35 3.27  0.247
53 H 7.05 0.09 2.50  0.479
54 H 5.68 0.70 1.53  0.278
55 H 6.95 -1.26 0.53  0.357
56 H 5.81 -2.61 0.54  0.355
57 H 8.05 -3.36 1.21  0.376
58 H 6.89 -3.62 2.51  0.330
59 H 8.10 -2.93 4.66  0.321
60 H 6.72 -1.91 4.18  0.291
61 H 8.27 -1.16 4.59  0.253
62 C -1.16 1.38 -4.95  -0.876
63 O -2.34 0.59 -4.82  -0.358
64 C -3.53 1.37 -4.81  -0.174
65 C -4.17 1.45 -6.19  -0.741
66 O -3.33 2.11 -7.13  -0.383
67 C -2.55 1.21 -7.90  -0.690
68 H -0.36 0.73 -5.31  0.272
69 H -1.29 2.20 -5.65  0.419
70 H -0.88 1.78 -3.97  0.319
71 H -3.32 2.37 -4.41  0.349
72 H -4.23 0.87 -4.13  0.260
73 H -5.09 2.05 -6.11  0.389
74 H -4.45 0.46 -6.55  0.367
75 H -3.16 0.82 -8.73  0.324
76 H -2.18 0.37 -7.32  0.280
77 H -1.70 1.75 -8.31  0.252

=====

(6)
Here is an isolated ion of composition C5H6N and charge +1 in a non-equilibrium geometry from OMol25. Energies are from ωB97M-V/def2-TZVPD.

The calculation puts the LUMO energy (spin up / spin down) at -7.87 / -6.59 eV. The energy above the lowest of the compared OMol25 structures with the same formula, charge and spin is 680.6 kJ/mol. Its total charge is +1. The calculation puts the HOMO energy (spin up / spin down) at -15.07 / -15.11 eV. For the orbital gap (spin up / spin down), the calculation gives 7.2 / 8.5 eV.

Last column: natural (NBO) charge in e.
Positions of all 12 atoms, in Å:
1 C 2.48 -0.80 0.38  0.250
2 C 2.18 0.30 -0.23  -0.145
3 C -0.21 0.27 0.12  0.371
4 C -1.64 0.67 0.28  -0.406
5 C -1.19 -0.65 -0.38  -0.477
6 N 0.94 0.77 0.04  -0.195
7 H 2.22 -1.48 1.05  0.210
8 H 2.67 1.04 -0.90  0.293
9 H -2.15 0.54 1.20  0.260
10 H -2.19 1.43 -0.34  0.272
11 H -1.45 -0.66 -1.44  0.279
12 H -1.66 -1.43 0.23  0.287